Record 1
Here is 2 unconnected molecules or ions with the total composition C9H17O5P at a distorted geometry from OMol25. Energies are from ωB97M-V/def2-TZVPD.

Element x y z (Å)
C1 -0.3558 -1.5934 -0.3695
C2 -3.2055 0.5334 -0.2470
C3 -2.2334 1.7221 -0.1749
C4 -1.7520 0.3074 -0.6062
C5 -1.2263 -0.3122 1.8487
C6 0.5375 -3.7501 -0.0445
C7 3.0807 -0.5796 -1.9479
C8 1.0906 2.9229 0.7927
C9 -0.9118 -0.4595 0.3391
O1 -0.2943 -1.7247 -1.5657
O2 2.3970 0.1652 1.0687
O3 -0.1092 -2.6182 0.4738
O4 2.0448 0.2501 -1.5836
O5 1.4650 2.1413 -0.2828
P1 1.5458 0.5896 -0.0915
H1 -3.3892 0.0238 0.6986
H2 -4.0650 0.5944 -0.8771
H3 -2.2184 2.4490 -0.9300
H4 -1.9810 2.0733 0.8205
H5 -1.4255 0.1797 -1.5992
H6 -2.1445 0.3113 1.9806
H7 -0.4131 0.0784 2.4893
H8 -1.5638 -1.3239 2.1386
H9 0.2303 -4.6116 0.4161
H10 1.6212 -3.5905 0.0789
H11 0.2443 -3.8526 -1.0883
H12 2.9210 -1.7023 -1.8155
H13 4.1111 -0.3080 -1.5200
H14 3.1081 -0.4391 -3.0441
H15 1.8578 3.3764 1.3757
H16 0.5393 2.3095 1.4073
H17 0.5835 3.7420 0.3892

The calculation puts the total energy at -1070.6070 Eh. The value obtained for the HOMO energy (spin up / spin down) is -8.259 / -8.259 eV. For the HOMO-LUMO gap (spin up / spin down), the calculation gives 7.6789 / 7.6781 eV. For the largest force on an atom, the calculation gives 0.0668 Eh/bohr. As for the total charge: 0. For the energy above the lowest of the compared OMol25 structures with the same formula, charge and spin, the calculation gives 96.2 kcal/mol. The multiplicity is 1.

Charge distribution, Mulliken scheme, values in e: 0.399 -0.797 -0.601 -0.313 -1.463 -0.789 -0.598 -0.577 0.897 -0.603 -0.702 -0.372 -0.250 -0.378 1.001 0.166 0.336 0.330 0.203 0.671 0.421 0.226 0.379 0.307 0.248 0.359 0.214 0.268 0.269 0.270 0.200 0.277


Record 2
Here is 7 unconnected molecules or ions with the total composition C20H33N5O2S2 at a distorted geometry from OMol25. Energies are from ωB97M-V/def2-TZVPD.

Element x y z (Å)
C1 0.9525 6.4867 -19.4838
S1 0.6161 5.0317 -18.4044
O1 -0.2993 4.1250 -19.2145
C2 2.2972 4.2633 -18.6800
H1 1.4197 6.3259 -20.4554
H2 1.5563 7.1997 -18.9224
H3 0.0285 7.0143 -19.7207
H4 2.3688 3.2433 -18.3024
H5 3.0156 4.8937 -18.1560
H6 2.4422 4.2954 -19.7599
C3 -2.7631 3.1358 -11.3182
S2 -1.8122 4.2662 -12.3257
O2 -0.3253 4.2510 -11.9427
C4 -1.9921 3.4149 -13.9482
H7 -2.9023 3.5854 -10.3350
H8 -2.1341 2.2550 -11.1889
H9 -3.7190 2.8908 -11.7811
H10 -1.3172 3.8197 -14.7024
H11 -2.9681 3.4896 -14.4277
H12 -1.7756 2.3522 -13.8387
C5 0.1211 1.4252 -16.6588
C6 -0.5369 0.3384 -17.2773
N1 -1.0667 -0.5027 -17.8512
H13 -0.4147 2.3307 -16.9435
H14 1.1825 1.4560 -16.9046
H15 0.1581 1.4150 -15.5695
C7 2.1324 -1.6467 -14.4747
C8 1.1365 -0.8294 -13.8857
N2 0.2704 -0.1588 -13.4519
H16 2.9960 -0.9827 -14.5127
H17 1.7965 -2.1771 -15.3657
H18 2.2981 -2.4086 -13.7131
N3 -2.5054 -3.8785 -16.4996
C9 -2.2687 -2.8848 -15.6344
C10 -3.3140 -2.9999 -14.7112
C11 -4.1213 -4.1017 -15.0920
C12 -3.6357 -4.5512 -16.3046
H19 -1.8544 -4.1207 -17.2329
H20 -1.4257 -2.2127 -15.6987
H21 -3.3156 -2.5061 -13.7507
H22 -4.9389 -4.4748 -14.4931
H23 -3.8877 -5.3566 -16.9785
N4 -0.7755 0.2467 -20.6615
C13 0.1817 1.1507 -21.0017
C14 0.6297 0.9087 -22.2869
C15 -0.2158 -0.1128 -22.7804
C16 -1.0042 -0.5449 -21.7531
H24 -1.2024 0.1253 -19.7543
H25 0.5773 1.8229 -20.2546
H26 1.4461 1.3709 -22.8219
H27 -0.2307 -0.6729 -23.7037
H28 -1.7278 -1.3436 -21.6842
N5 1.5723 3.2055 -13.5786
C17 2.5928 2.3457 -13.2266
C18 3.4702 2.1710 -14.3300
C19 2.9906 2.9982 -15.3506
C20 1.8400 3.6176 -14.9215
H29 0.7751 3.4607 -13.0134
H30 2.5950 1.9727 -12.2130
H31 4.3572 1.5760 -14.1701
H32 3.5055 3.2037 -16.2774
H33 1.1886 4.3951 -15.2925

The calculation puts the total energy at -2002.0946 Eh. The value obtained for the HOMO energy (spin up / spin down) is -9.825 / -9.825 eV. The expectation value of S² is 0.76. For the HOMO-LUMO gap (spin up / spin down), the calculation gives 7.1834 / 2.6704 eV. For the largest force on an atom, the calculation gives 0.1046 Eh/bohr. As for the total charge: +1. The multiplicity is 2.

Charge distribution, Mulliken scheme, values in e: -1.072 0.595 -0.645 -1.093 0.317 0.391 0.359 0.196 0.445 0.505 -0.888 0.442 -0.715 -0.831 0.351 0.293 0.349 0.114 0.521 0.273 0.226 0.286 -0.710 0.263 0.217 -0.274 -0.953 0.541 -0.478 0.256 0.309 0.373 0.028 -0.387 -0.686 -0.446 -0.446 0.221 0.538 0.383 0.382 0.377 0.157 -0.028 -0.483 -0.448 -0.106 0.230 0.383 0.399 0.403 0.440 0.367 -0.423 -1.040 -0.196 -0.687 0.144 0.428 0.551 0.495 0.489


Record 3
Here is a single Cl2H4Si3 molecule at a distorted geometry from OMol25. Energies are from ωB97M-V/def2-TZVPD.

Element x y z (Å)
Si1 -0.4155 -1.0797 -0.7147
Si2 0.7246 0.6985 0.4364
Si3 -2.1554 -0.6804 0.6394
Cl1 2.5729 1.1503 -0.2086
Cl2 -2.8910 1.0497 -0.2412
H1 0.4909 -2.1819 -0.4343
H2 0.2731 -1.1661 -2.0216
H3 1.1836 0.2569 1.6801
H4 0.2168 1.9528 0.8644

The calculation puts the total energy at -1791.2241 Eh. The value obtained for the HOMO energy is -9.007 eV. For the HOMO-LUMO gap, the calculation gives 7.1541 eV. For the largest force on an atom, the calculation gives 0.0430 Eh/bohr. As for the total charge: 0. For the energy above the lowest of the compared OMol25 structures with the same formula, charge and spin, the calculation gives 27.5 kcal/mol. The multiplicity is 1.

Charge distribution, Mulliken scheme, values in e: 0.310 0.429 0.155 -0.257 -0.188 -0.094 -0.109 -0.122 -0.125


Record 4
Here is a molecular structure, C39H48BrCsN5O5P at a distorted geometry from OMol25. Energies are from ωB97M-V/def2-TZVPD.

Element x y z (Å)
Cs1 0.3882 0.8278 -1.2593
C1 -0.1597 2.7246 3.5095
C2 0.1912 1.2903 3.9727
C3 -1.0811 0.5010 4.1700
P1 1.4303 0.5207 2.6803
C4 3.0117 1.4745 2.9334
C5 3.8946 0.8372 3.9728
C6 3.5785 1.6156 1.5193
C7 1.8457 -1.1806 3.1048
C8 1.8127 -1.7102 4.3660
C9 1.8996 -3.0864 4.6306
C10 1.4278 -3.5625 5.9529
C11 2.5823 -3.8939 3.6789
C12 2.7502 -3.3697 2.4346
C13 2.1535 -2.1273 2.0564
N1 1.8189 -1.7890 0.7985
C14 1.2569 -2.6553 -0.0654
C15 0.1133 -3.4575 0.0655
C16 -0.5524 -3.6100 1.4209
C17 -0.4673 -4.1079 -1.0186
C18 -0.0767 -3.9024 -2.3529
C19 -0.8688 -4.3685 -3.5207
C20 1.1784 -3.2265 -2.5106
C21 1.8335 -2.6358 -1.4170
C22 3.2164 -2.0787 -1.6511
H1 -0.9309 3.1059 4.1635
H2 -0.5492 2.7500 2.5056
H3 0.7508 3.4061 3.5439
H4 0.7687 1.4618 4.9160
H5 -1.5781 0.3936 3.1888
H6 -1.7475 1.0243 4.8500
H7 -0.9067 -0.5284 4.5768
H8 2.7611 2.4776 3.2710
H9 4.3033 -0.1335 3.5744
H10 3.3392 0.8016 4.8858
H11 4.7057 1.5498 4.0413
H12 3.3367 0.7812 0.8834
H13 4.6062 1.8038 1.5216
H14 3.1653 2.5376 1.0573
H15 1.7458 -1.0258 5.2226
H16 1.5570 -4.6757 6.0857
H17 0.3529 -3.3699 6.1423
H18 2.1565 -3.1803 6.7431
H19 2.9616 -4.8353 4.0563
H20 3.1992 -3.9543 1.6000
H21 -0.8900 -2.6107 1.7133
H22 0.1809 -3.9854 2.1895
H23 -1.4129 -4.2722 1.3138
H24 -1.2000 -4.9195 -0.8589
H25 -0.2858 -4.9358 -4.2300
H26 -1.2341 -3.5043 -4.1449
H27 -1.7771 -4.9124 -3.2481
H28 1.6433 -3.3643 -3.4889
H29 4.0096 -2.8447 -1.6715
H30 3.5667 -1.2904 -0.9870
H31 3.2168 -1.6132 -2.6901
C23 1.7376 -2.3424 -7.0873
N2 0.9451 -1.4811 -6.2290
C24 -0.3464 -1.3138 -6.5755
C25 -1.1181 -0.5381 -5.8078
C26 -0.5832 -0.1372 -4.4878
O1 -1.4608 0.3539 -3.6973
N3 0.7613 -0.1828 -4.2559
C27 1.5368 -0.8672 -5.1321
O2 2.7738 -0.9478 -5.0067
H32 2.2462 -3.0551 -6.4085
H33 2.4674 -1.7466 -7.5843
H34 1.1181 -2.7410 -7.8821
H35 -0.6160 -1.8314 -7.4873
H36 -2.1301 -0.2487 -6.1207
N4 -2.2186 -0.0970 0.4489
C28 -3.2696 -0.1936 -0.0654
N5 -4.4200 0.0214 -0.7382
C29 -4.1227 0.7429 -1.9902
C30 -5.4056 1.3785 -2.5545
O3 -6.7095 0.7716 -2.2731
C31 -6.7859 0.2343 -0.8734
C32 -5.6677 -0.7093 -0.6144
H37 -3.6728 0.1689 -2.8032
H38 -3.4690 1.5936 -1.7487
H39 -5.3942 1.3727 -3.6322
H40 -5.4732 2.4625 -2.2961
H41 -7.7588 -0.2429 -0.8410
H42 -6.7770 1.1161 -0.1855
H43 -5.7318 -1.5182 -1.3676
H44 -5.8217 -1.1128 0.3761
Br1 0.5604 9.5925 2.3397
C33 0.2141 8.1144 1.2305
C34 1.3001 7.6528 0.4327
C35 1.2689 6.3599 -0.0732
C36 0.1251 5.5722 0.1233
C37 -1.0298 6.1471 0.6668
C38 -0.9972 7.4036 1.2807
C39 0.2108 4.1778 -0.2662
O4 1.3697 3.7310 -0.5405
O5 -0.8835 3.5255 -0.2570
H45 2.1720 8.3245 0.3289
H46 2.0627 5.8972 -0.6666
H47 -1.9950 5.6396 0.5741
H48 -2.0049 7.7855 1.5496

The calculation puts the total energy at -5100.4211 Eh. The value obtained for the HOMO energy is -1.014 eV. For the HOMO-LUMO gap, the calculation gives 4.5855 eV. For the largest force on an atom, the calculation gives 0.0684 Eh/bohr. As for the total charge: -2. For the energy above the lowest of the compared OMol25 structures with the same formula, charge and spin, the calculation gives 0.0 kcal/mol. The multiplicity is 1.

Results of the Mulliken charge analysis, in e, for atoms 1 through 99: 0.857 -1.620 0.497 -1.227 0.826 0.403 -1.737 -0.770 0.364 0.379 0.284 -1.523 -0.601 -0.740 -0.623 0.225 -0.683 1.348 -1.229 -1.182 0.608 -1.334 -0.363 0.660 -1.182 0.525 0.306 0.251 0.281 0.063 0.530 0.177 0.376 0.226 0.281 0.597 -0.080 0.484 0.091 0.188 0.363 0.228 0.313 0.356 0.177 0.105 0.124 0.399 0.155 0.339 0.119 0.353 0.378 0.244 0.110 0.177 -1.041 0.256 0.260 -1.004 0.375 -0.511 -0.100 0.105 -0.778 0.284 0.322 0.319 0.258 0.318 -0.378 0.093 0.234 -0.147 -0.646 -0.409 -0.532 -0.519 0.123 0.271 0.331 0.244 0.347 0.296 0.274 0.406 -0.249 0.224 -0.345 -0.463 0.081 -0.223 -0.415 0.628 -0.827 -0.752 0.341 0.422 0.350


Record 5
Here is 2 unconnected molecules or ions with the total composition C3H11N2OPS at a distorted geometry from OMol25. Energies are from ωB97M-V/def2-TZVPD.

Element x y z (Å)
C1 0.9151 -1.2595 0.5414
C2 0.2210 1.0229 0.7488
C3 -3.7596 0.7688 0.2687
N1 2.6782 -0.6581 -1.6258
N2 0.1273 -0.3452 0.1208
O1 -1.4553 0.6057 -1.8318
P1 -1.2944 -0.6929 -1.1541
S1 -2.7245 -0.7478 0.4941
H1 0.7072 -2.3010 0.2619
H2 2.8950 0.3038 -1.4668
H3 1.8069 -1.0126 1.1692
H4 1.0382 1.6153 0.4175
H5 -0.6163 1.5394 0.1344
H6 -0.2159 0.8346 1.7442
H7 -4.7034 0.1953 0.1544
H8 -3.4158 1.1975 -0.7041
H9 -3.6218 1.3769 1.2189
H10 3.5923 -1.0018 -1.9279
H11 2.0844 -1.0012 -2.3609

The calculation puts the total energy at -1045.1515 Eh. The value obtained for the HOMO energy is -7.805 eV. For the HOMO-LUMO gap, the calculation gives 7.9904 eV. For the largest force on an atom, the calculation gives 0.0959 Eh/bohr. As for the total charge: 0. For the energy above the lowest of the compared OMol25 structures with the same formula, charge and spin, the calculation gives 49.7 kcal/mol. The multiplicity is 1.

Charge distribution, Mulliken scheme, values in e: -0.284 -0.868 -0.671 -0.637 0.165 -0.561 0.164 -0.233 0.291 0.204 0.261 0.345 0.238 0.373 0.289 0.247 0.222 0.230 0.224